1.
{
  "formula": "C36H28BClN13O6Pb",
  "method": "the ωB97M-V functional and the def2-TZVPD basis",
  "elements": ["C", "O", "O", "N", "H", "H", "H", "C", "H", "H", "C", "Pb", "H", "O", "Cl", "H", "C", "N", "H", "C", "H", "H", "H", "N", "O", "H", "N", "H", "H", "C", "C", "C", "H", "C", "C", "C", "N", "C", "C", "B", "C", "H", "C", "C", "N", "H", "C", "C", "H", "C", "N", "N", "C", "H", "O", "H", "H", "C", "C", "H", "C", "C", "C", "C", "C", "N", "H", "N", "C", "O", "C", "C", "N", "N", "C", "N", "C", "C", "H", "H", "C", "H", "H", "C", "C", "H"],
  "coordinates": [[2.743, 0.959, 0.748], [-2.383, 0.185, 0.055], [-4.316, 4.364, -3.500], [-1.162, -2.801, 1.295], [-2.180, -4.217, -2.278], [4.138, -3.854, -0.336], [4.474, 4.260, -2.365], [0.007, 1.900, 2.473], [-2.369, 2.935, 2.767], [1.716, -4.857, -1.119], [1.943, -3.997, -0.509], [-0.106, -0.121, 0.127], [0.797, 3.705, -0.220], [-5.269, 2.824, -2.202], [-1.443, 4.994, -3.751], [1.775, 1.599, 4.219], [-1.788, -3.403, 2.318], [-2.237, -5.238, -0.237], [3.468, -1.703, 1.211], [-2.390, 3.482, 4.829], [5.060, 0.818, -0.574], [-1.986, -4.461, 2.288], [-5.002, 2.094, -1.572], [-1.068, -1.481, 1.573], [1.472, 1.986, 5.058], [-2.619, -2.615, 4.203], [-0.626, 2.993, -2.289], [3.209, 4.328, -0.243], [-3.290, -7.025, -0.151], [-1.820, 2.962, 3.698], [-1.645, 3.496, 6.016], [-2.104, -2.457, 3.273], [0.966, 2.948, -4.444], [0.223, 2.454, 4.915], [-1.811, -3.206, -2.293], [-3.114, 0.952, -0.632], [-1.079, 1.956, -1.478], [3.285, -0.538, -3.115], [2.954, 0.432, -0.592], [-0.564, -3.476, 0.033], [-1.635, -1.257, 2.757], [0.767, -5.984, 0.790], [3.157, -3.471, -0.116], [3.431, 3.972, -2.351], [-0.770, -1.456, -1.505], [-1.707, -0.261, 3.161], [-0.258, -6.029, 0.463], [1.463, 3.247, -3.530], [5.371, -0.088, -2.877], [-1.943, -2.199, -3.243], [1.597, 0.936, 1.286], [1.295, 1.420, 2.472], [-2.343, -6.531, 0.000], [3.363, 3.567, -4.460], [-0.670, 1.872, 1.400], [-1.152, -0.123, -3.094], [-3.395, 3.877, 4.809], [2.813, -2.373, 0.673], [-1.633, 3.658, -2.814], [-0.920, -8.105, 0.715], [-1.285, -1.116, -2.698], [0.781, 3.294, -2.328], [2.722, 4.008, -1.155], [2.045, -0.501, -2.500], [-0.509, 2.437, 3.713], [0.965, -3.250, 0.032], [-2.083, 3.904, 6.918], [1.493, -2.228, 0.755], [-2.375, 1.975, -1.479], [-4.336, 0.975, -0.682], [-1.127, -7.085, 0.443], [1.380, 3.663, -1.133], [1.888, -0.029, -1.262], [-1.110, -2.744, -1.259], [4.223, 0.436, -1.143], [-0.935, -4.925, 0.038], [-4.253, 3.446, -2.719], [4.388, -0.064, -2.424], [1.164, -0.890, -2.989], [-2.453, -2.258, -4.188], [-0.366, 2.994, 6.061], [0.213, 2.997, 6.974], [3.562, 1.457, 1.260], [-2.869, 3.012, -2.329], [2.808, 3.589, -3.532], [3.378, -0.948, -4.110]],
  "charge": 2,
  "homo_ev": [-12.9, -12.9],
  "multiplicity": 2,
  "s2": 0.77,
  "orbital_gap_ev": [5.38, 2.84],
  "e_tot_ev": -87873.99772,
  "e_above_lowest_kcal_mol": 35.9,
  "e_lumo_ev": [-7.5, -10.1]
}

---

2.
{
  "formula": "C36H28BrF7N2O2PRuS2Se2",
  "method": "the ωB97M-V functional and the def2-TZVPD basis",
  "elements": ["Br", "Se", "C", "F", "H", "P", "C", "C", "H", "C", "N", "H", "C", "C", "F", "C", "C", "H", "C", "H", "C", "H", "C", "H", "F", "C", "C", "C", "F", "H", "H", "F", "C", "C", "C", "H", "C", "H", "H", "C", "H", "C", "C", "C", "N", "H", "S", "C", "H", "C", "C", "H", "H", "C", "C", "H", "Ru", "C", "S", "H", "C", "H", "C", "C", "C", "H", "F", "C", "H", "H", "C", "H", "C", "C", "F", "H", "H", "H", "Se", "H", "O", "O"],
  "coordinates": [[0.548, -2.509, 1.321], [-2.243, 1.715, -1.103], [-4.495, 2.181, 3.110], [3.493, 2.882, -3.326], [-5.605, -1.183, -3.673], [-0.325, 0.761, 1.758], [-4.284, 0.900, 2.614], [0.670, 3.215, 1.096], [5.299, -0.262, 0.825], [-3.920, 0.732, -1.372], [2.143, 0.262, -0.189], [3.514, -5.121, -4.414], [-3.431, 3.061, 3.224], [2.826, 3.177, 2.842], [0.072, -0.244, 6.822], [3.942, 1.624, -3.205], [1.559, 4.278, 1.121], [-6.144, -1.234, -1.342], [3.180, -0.121, 0.554], [-0.364, -1.491, -3.562], [3.403, -4.563, -3.494], [-3.724, -0.263, -4.675], [-5.493, -0.352, -2.966], [3.669, 3.157, 3.521], [0.610, -2.867, 6.433], [0.349, -1.716, 3.021], [0.432, -2.065, 5.392], [-3.304, 0.254, -3.803], [5.268, 1.660, -3.462], [-3.221, -2.200, -3.079], [2.936, -0.592, 1.503], [0.812, -3.846, 3.941], [4.276, -4.740, -2.439], [0.532, -2.555, 4.106], [-2.153, 2.670, 2.843], [-5.783, 0.566, -3.482], [1.938, 2.111, 2.819], [5.746, 0.781, -1.413], [-5.113, 0.209, 2.520], [-4.011, -0.254, -2.546], [3.327, 5.096, 2.024], [0.508, -2.084, -3.315], [0.156, -0.727, 5.588], [4.493, 0.060, 0.181], [1.124, -2.012, -2.184], [-2.857, -0.470, 1.790], [1.142, -3.194, -4.476], [-1.943, 1.398, 2.330], [-0.158, 3.213, 0.394], [2.203, -2.898, -2.164], [4.735, 0.641, -1.057], [4.817, -4.160, -0.441], [-1.328, 3.363, 2.947], [0.846, 2.132, 1.960], [3.674, 1.042, -1.845], [-4.362, -2.237, -1.747], [-0.368, -0.194, -0.650], [0.054, -0.360, 3.186], [0.919, 1.383, -2.191], [1.418, 5.112, 0.446], [2.353, 0.865, -1.374], [-3.590, 4.058, 3.616], [4.120, -4.009, -1.256], [3.096, -3.096, -1.110], [-3.539, -1.669, -2.181], [2.109, 1.262, 3.470], [3.382, 0.899, -4.185], [2.634, 4.263, 1.999], [-4.659, 1.519, -1.521], [-1.425, 0.775, -4.084], [-3.016, 0.514, 2.217], [2.982, -2.534, -0.197], [2.371, -3.640, -3.342], [-0.025, 0.102, 4.498], [-0.264, 1.384, 4.763], [-5.490, 2.490, 3.406], [-3.520, 1.321, -3.906], [5.087, -5.451, -2.529], [-2.142, -1.923, -0.817], [-4.151, 0.233, -0.430], [-6.409, -0.489, -1.890], [-1.909, 0.006, -3.770]],
  "homo_ev": [-6.7, -7.4],
  "multiplicity": 6,
  "s2": 8.77,
  "orbital_gap_ev": [6.77, 6.10],
  "e_tot_ev": -298159.65689,
  "e_above_lowest_kcal_mol": 0.0,
  "e_lumo_ev": [0.0, -1.3]
}

---

3.
{
  "formula": "C36H28Cl3GeInOP2S",
  "method": "the ωB97M-V functional and the def2-TZVPD basis",
  "elements": ["C", "H", "C", "H", "C", "C", "C", "H", "H", "In", "C", "H", "H", "H", "C", "C", "C", "C", "H", "C", "H", "H", "C", "H", "H", "H", "C", "H", "C", "C", "C", "C", "C", "C", "C", "C", "C", "H", "C", "C", "C", "O", "Cl", "C", "H", "C", "C", "C", "H", "C", "Ge", "C", "H", "P", "H", "C", "H", "H", "H", "C", "H", "C", "H", "Cl", "H", "H", "C", "Cl", "H", "H", "S", "C", "P"],
  "coordinates": [[3.508, -1.382, -1.498], [5.489, -0.523, -1.716], [-4.478, -0.969, 4.605], [4.620, -3.859, -4.242], [3.786, 0.249, 2.387], [-5.370, -0.039, 4.087], [5.573, -1.905, 2.405], [-1.588, 1.889, 4.982], [6.154, -2.069, -3.493], [-1.498, -0.510, 0.068], [4.779, -1.697, 1.293], [-0.823, 4.179, 5.528], [1.846, -3.860, 5.571], [-5.643, 1.629, 2.757], [3.020, 1.474, -0.640], [4.306, -3.170, -3.467], [5.463, -1.058, 3.506], [3.964, 1.995, -1.515], [4.721, 3.748, -2.476], [-4.943, 0.904, 3.157], [1.489, 4.344, 1.941], [-3.269, 1.682, 2.062], [0.817, 3.798, 2.589], [4.851, -2.372, 0.449], [1.281, 4.373, -0.020], [-4.816, -1.701, 5.331], [2.050, 3.713, -0.401], [-2.451, -1.692, 4.610], [5.168, -2.158, -3.053], [0.368, 4.386, 3.764], [3.017, 4.204, -1.262], [0.390, -0.866, 4.936], [-3.145, -0.964, 4.205], [4.565, 0.017, 3.495], [2.653, -2.409, -1.907], [-3.616, 0.922, 2.755], [0.938, -3.310, 3.704], [6.278, -2.728, 2.415], [3.054, -3.306, -2.886], [1.330, -3.082, 5.018], [1.060, -1.862, 5.631], [-0.492, 1.586, -0.032], [-4.014, -1.047, -2.946], [-0.485, 3.703, 4.617], [6.074, -1.238, 4.384], [-0.023, -1.097, 3.622], [2.060, 2.359, -0.088], [4.783, -1.267, -2.065], [0.682, 5.393, 4.006], [3.969, 3.353, -1.803], [-4.269, -0.236, -1.054], [0.264, -2.316, 3.008], [3.013, 5.254, -1.527], [2.946, -0.291, -0.199], [-6.403, -0.044, 4.413], [-0.465, 1.791, 3.158], [1.361, -1.691, 6.659], [0.184, 0.084, 5.418], [2.394, -4.109, -3.189], [-2.710, -0.002, 3.297], [1.149, -4.263, 3.231], [3.903, -0.590, 1.258], [1.681, -2.524, -1.447], [-5.466, -1.286, 0.269], [-0.048, -2.501, 1.987], [3.105, 1.092, 2.394], [-0.909, 2.411, 4.315], [-4.287, 1.841, -0.923], [4.490, 0.670, 4.356], [4.698, 1.359, -1.985], [0.773, 1.584, 0.841], [0.381, 2.517, 2.287], [-1.006, 0.101, 2.721]],
  "charge": 3,
  "homo_ev": [-16.3, -16.3],
  "multiplicity": 2,
  "s2": 0.77,
  "orbital_gap_ev": [5.85, 5.35],
  "e_tot_ev": -168479.40525,
  "e_above_lowest_kcal_mol": 26.1,
  "e_lumo_ev": [-10.4, -11.0]
}